# 1
Density functional theory data (ωB97M-V/def2-TZVPD) for a structure of composition C14H16ClN3O4 in a non-equilibrium geometry.

Orbital gap (eV): 9.0
Total charge: 0
ΔE to the lowest compared entry with this formula, charge and spin (kcal/mol): 310.10

```
38
Properties=species:S:1:pos:R:3:forces:R:3:mulliken_charge:R:1
H 4.0561 -3.5725 -2.2773 -3.20 1.20 0.23 0.14
H -0.4924 0.9855 1.8620 -3.35 -1.11 -2.22 0.32
Cl 4.5462 -0.8242 -2.1438 1.89 0.56 -0.53 -0.20
N -1.9816 -0.5668 0.9298 -8.13 7.16 6.91 0.20
H -1.5558 0.9415 -1.0790 -0.31 0.61 0.14 0.49
C 1.1508 -1.6860 -0.5549 -3.99 6.35 0.51 -0.09
O -2.1033 2.6225 2.7417 0.28 -1.82 -1.10 -0.73
H 1.3840 3.9632 0.5326 1.15 0.27 0.44 0.38
H -4.3281 0.5784 0.2531 0.71 -1.20 2.72 0.20
C 2.1017 -3.6588 -1.4427 -14.85 -10.15 3.88 -0.61
H 1.8298 3.4088 -1.0712 1.40 0.52 1.00 0.30
C -1.6384 0.7405 1.2141 1.64 6.35 0.83 -0.10
C -3.3752 -0.9978 1.5766 3.67 1.11 0.85 -0.50
C 2.9770 -3.0362 -1.9140 17.82 5.36 -5.82 -0.11
N -3.8052 1.4520 2.1624 -6.17 -4.97 -1.72 0.06
C 3.2390 -1.6858 -1.5911 -3.46 0.73 -0.96 0.40
H -2.6336 2.2714 -0.2910 0.27 -0.42 -0.23 0.46
H -4.4875 1.8885 2.7285 -0.14 0.77 0.58 0.26
O -1.6029 -2.6264 0.4274 2.03 4.80 -1.22 -0.91
N -0.0224 -0.9248 -0.1228 4.65 6.61 0.25 0.14
C -0.4609 2.7845 -0.2813 -10.31 1.70 -1.96 0.71
O -0.5240 3.9359 -0.5328 -3.28 4.34 -0.69 -0.68
H 2.3309 -0.0441 -0.7932 0.28 3.38 0.33 0.26
H -3.6510 -1.7617 0.8997 -0.66 -1.06 -0.08 0.40
C -2.5957 1.6321 2.1373 9.03 4.37 1.54 -0.02
H -3.2858 -1.2658 2.7169 0.25 0.09 -2.40 0.24
C -1.1818 -1.2199 0.3535 2.73 -16.82 -2.88 0.75
O 0.6186 2.3760 -0.1617 8.65 -11.90 3.32 -0.22
H 0.0195 -3.5869 -0.5015 2.83 2.71 -0.70 0.14
C -4.1583 0.2361 1.4266 -5.00 1.58 -2.88 -0.61
C -1.7097 1.6814 -0.2768 2.76 0.47 2.62 -0.81
H -5.2050 -0.0123 1.7326 0.68 0.08 -0.21 0.46
H 2.5567 2.5819 0.3222 2.55 -2.18 1.48 0.31
C 1.7529 3.0836 0.0038 -2.36 5.26 -3.79 -0.86
C 1.0247 -2.8910 -0.8135 -3.16 -13.01 -0.16 0.62
C 2.1453 -0.9696 -1.1575 3.13 -1.49 1.02 -0.83
H 1.7865 -4.8870 -1.8580 1.30 3.89 1.82 0.19
H 0.3148 0.2028 0.0969 -1.31 -4.15 -0.93 -0.10
```
Positions in Å, forces in eV/Å.



# 2
Density functional theory data (ωB97M-V/def2-TZVPD) for a structure of composition C36H37NOOsP2 in a non-equilibrium geometry.

Orbital gap (spin up / spin down) (eV): 6.8 / 6.0
Total charge: +2
Multiplicity: 5
ΔE to the lowest compared entry with this formula, charge and spin (kcal/mol): 60.70

```
78
Properties=species:S:1:pos:R:3:forces:R:3:mulliken_charge:R:1
C 2.7475 2.4056 -2.0136 -0.10 -0.29 -0.23 -0.64
H -4.3498 3.6538 -2.8239 -0.07 -0.56 0.10 0.48
C -1.3754 1.6602 -0.8840 -0.63 0.31 0.99 0.98
H 5.2360 0.1169 -2.2834 0.05 -0.51 0.52 0.39
C 4.3522 2.6208 -4.2955 -0.30 -0.35 0.21 -0.76
H 7.0567 -1.2309 -1.2465 -0.23 -0.35 0.10 0.44
C 5.0428 -0.8776 -1.8637 -0.24 -0.19 0.20 -0.39
C -5.7116 1.9572 -2.5795 0.31 -0.12 0.03 -0.73
H 0.6384 0.6423 -7.5083 -0.10 0.23 0.30 0.40
H 1.2039 2.9518 -4.6383 -0.52 -0.12 0.17 0.20
H 4.2352 0.4527 -4.3895 -0.19 0.45 0.02 0.55
H -3.4153 -2.9419 1.2022 -0.08 0.00 -0.23 0.45
P -1.5298 -0.8024 -2.7012 -0.95 -0.06 1.16 0.25
H 0.0105 3.6981 -6.8692 0.05 -0.61 -0.07 0.49
H 4.2438 -4.5016 -0.5833 0.30 0.31 -0.07 0.43
O -2.1253 1.7824 0.0560 2.24 -0.45 -2.68 -0.58
H -2.2870 -0.9523 -5.1142 0.04 0.46 -0.04 0.95
H -2.3564 2.2120 -3.0601 -0.90 0.10 0.44 0.19
C 5.7484 -2.9283 -0.8138 0.13 0.03 0.00 -0.51
C -1.5824 2.1524 -6.6184 -0.11 1.37 -1.14 -1.14
H 2.1982 2.3128 -1.0879 -0.17 0.19 -0.07 0.39
C -2.5659 -2.0280 -0.5391 -0.09 -0.37 -0.61 0.07
C -2.0806 1.1470 -5.6244 -1.31 -1.19 -1.24 -0.36
C 4.4712 -3.4891 -0.9218 -0.26 0.24 -0.40 -0.75
C -5.8186 0.5568 -2.5499 0.43 0.02 -0.07 -0.67
C -3.2777 -3.0160 0.1254 -0.21 -0.43 0.05 -0.89
C -2.3547 -2.1676 -1.9233 -0.78 -0.67 0.44 -0.10
H 6.5360 -3.5205 -0.3717 0.07 -0.01 0.07 0.41
H 1.1290 0.7110 -0.3569 0.06 -0.55 -0.14 0.35
H 1.6506 0.6575 -4.7418 -0.30 0.40 -0.13 0.33
C -3.8128 -4.1116 -0.5747 0.22 0.32 -0.09 -0.54
C -3.5758 -4.2552 -1.9498 -0.11 -0.07 0.35 -0.88
C 0.4476 2.3660 -5.1784 1.64 0.66 -0.59 0.03
H 2.4460 -3.1446 -1.6447 0.51 0.19 0.26 0.32
H -1.2218 1.6684 -7.5335 -0.25 0.07 0.19 0.30
C 3.4570 -2.7348 -1.5035 0.29 0.34 0.15 -0.53
H -6.8047 0.0860 -2.4370 0.55 0.21 -0.06 0.44
C -2.8416 -3.2861 -2.6312 0.07 0.29 0.49 -0.22
H -6.6001 2.5813 -2.4786 0.21 -0.24 -0.03 0.42
H -0.3081 -2.7608 -3.5058 0.24 0.53 -0.29 0.70
N -0.5827 1.5344 -1.8164 -0.57 0.22 0.00 -0.94
C 3.9488 3.7766 -3.6086 0.03 -0.29 0.16 -0.68
H -2.6717 -3.3771 -3.7015 -0.05 -0.03 0.11 0.42
C 3.1747 3.6578 -2.4451 0.35 0.30 -0.31 -0.79
C 6.0504 -1.6492 -1.2904 -0.17 -0.06 -0.25 -0.79
H -2.4592 2.7611 -6.8651 0.29 -0.09 -0.33 0.45
H -0.9220 3.9338 -5.4751 -0.12 -0.50 -0.10 0.37
C 3.0394 1.2492 -2.7538 -0.10 0.52 -0.20 0.12
C 1.2858 -1.3586 -3.2689 -0.91 -0.83 -0.78 -1.24
H -2.1787 -1.1498 -0.0242 -0.18 -0.19 0.05 0.29
H 2.1415 -0.6800 0.1462 0.17 0.04 0.01 0.59
H 0.6266 -0.9928 -0.7273 0.43 0.58 0.20 0.32
H -3.9747 -5.1306 -2.4725 0.17 0.42 0.13 0.42
C -0.5696 -0.8433 -6.4403 0.54 -0.12 -0.30 -0.95
H 2.9237 4.5516 -1.8657 0.08 -0.39 -0.21 0.45
C 0.6485 0.0931 -6.5637 0.21 -0.85 -0.68 -1.52
C -0.0334 -1.7529 -3.1455 1.26 0.96 -0.53 -0.30
C -0.4810 3.1132 -6.0755 -0.63 0.76 -0.31 -0.95
H 1.8592 -1.9726 -3.9939 0.03 0.24 0.82 0.55
H -4.4250 -4.8481 -0.0451 0.34 0.25 -0.20 0.42
C -3.3387 1.7265 -2.8625 0.48 0.76 -0.35 -0.38
H -4.7693 -1.3462 -2.6188 -0.02 0.40 0.04 0.39
P 2.3452 -0.3431 -2.1889 0.66 -0.21 -0.37 2.68
C -1.5629 -0.2190 -5.4865 -1.24 -0.85 -2.06 -0.34
C -3.4057 0.3441 -2.7633 -0.88 -0.03 -0.11 2.09
Os -0.7718 1.0956 -4.1729 -0.74 -0.64 7.87 0.59
C 3.7491 -1.4114 -1.8983 -0.17 -0.31 -0.34 0.36
H -1.0029 -1.0717 -7.4220 -0.23 0.40 0.14 0.44
H -3.1390 1.2615 -5.3233 0.72 0.03 0.04 0.83
C 1.4835 -0.2937 -0.6267 -0.75 0.28 0.50 -1.50
H 1.5449 -0.5313 -6.6296 -0.01 0.16 0.01 0.44
C 3.8974 1.3646 -3.8798 -0.30 -0.21 0.25 0.11
H 5.0234 2.6814 -5.1538 -0.23 0.05 0.26 0.44
C -4.4600 2.5649 -2.7474 -0.06 -0.71 -0.22 -0.93
H -0.2472 -1.8464 -6.1131 -0.17 0.47 0.37 0.32
H 4.2864 4.7541 -3.9694 -0.18 -0.38 0.26 0.45
C 0.7801 0.9677 -5.3346 2.41 0.28 -1.80 0.67
C -4.6689 -0.2573 -2.6557 0.02 -0.01 0.16 -1.19
```
Positions in Å, forces in eV/Å.



# 3
Density functional theory data (ωB97M-V/def2-TZVPD) for a cluster of 2 separate species, C28H52FN4O9P2S in total in a non-equilibrium geometry.

Orbital gap (eV): 6.2
Total charge: +1

```
97
Properties=species:S:1:pos:R:3:forces:R:3:mulliken_charge:R:1
H 7.0219 -0.1775 -1.8299 -1.25 0.24 1.88 0.33
C -4.2468 -0.6061 -1.2475 -1.26 0.50 -6.24 0.45
H -0.0873 -7.4432 -0.7804 -0.34 0.83 2.11 0.32
P -2.3700 -4.1298 1.7255 -2.57 -5.53 1.64 1.04
C 3.8866 2.9702 -6.1863 -0.07 -0.25 -0.91 0.29
H 5.7659 3.7399 -5.4567 -0.15 -0.10 0.21 0.27
H -3.8729 4.0541 -1.6896 1.37 -0.46 1.71 0.31
H -1.7982 1.2986 3.8522 -0.56 0.81 -2.48 0.34
O -5.8416 2.5246 -0.8892 2.98 1.28 0.72 -0.52
N -4.0130 -0.6445 0.2440 -1.71 1.59 0.45 0.57
H -2.1404 0.4194 -1.9475 -2.45 -0.99 -0.93 0.32
H 6.9715 -0.0313 0.0820 -1.39 0.07 -2.08 0.29
H 4.6241 -0.9779 1.7269 2.02 -1.52 0.30 -0.08
C -1.0897 3.0294 2.4015 0.39 -1.26 -0.70 -0.49
N -4.6582 -0.4371 -4.5785 1.15 0.09 5.72 -0.43
H 3.2105 2.2322 3.0784 -0.26 1.58 -1.89 0.28
H -1.1344 3.8437 3.2487 0.17 -1.67 -1.70 0.36
H 3.3116 0.8336 1.1758 0.15 2.11 -0.90 -0.16
H -6.4127 1.7468 3.4315 -0.24 -0.77 -1.51 0.21
H 4.2339 -1.1637 -0.6784 2.18 -0.46 -0.33 0.19
C 5.3126 1.2145 -1.0868 0.46 0.05 0.03 -0.09
C -0.8780 -5.4184 -0.0832 0.61 -1.28 -1.64 -0.33
H -4.1994 1.3939 3.4212 0.58 1.39 -2.08 0.29
F 4.0905 2.3112 -7.3490 -0.10 0.08 -0.22 -0.29
H -0.1357 -3.4805 3.4572 -1.62 1.60 0.04 0.27
H 6.9415 -2.8015 0.2319 -2.50 0.71 0.43 0.27
O 2.4955 2.2454 -3.2059 1.70 0.43 -2.13 -0.53
H -1.4208 3.4995 1.3599 0.46 -0.87 2.28 0.07
H -2.5243 -2.7584 -0.4657 -1.38 -0.76 1.64 0.36
H -5.3749 -2.3099 0.5231 2.23 0.33 0.80 0.39
H -3.9626 -3.9682 -0.3166 1.65 1.46 1.80 0.41
H 4.2684 0.8618 -1.4932 2.08 0.62 0.70 0.18
H 0.7499 1.7171 3.0507 -0.74 1.48 -1.75 0.18
C 5.3584 -1.4533 -0.8629 0.62 -0.10 0.60 -0.49
O 4.5304 2.9054 -4.0149 -1.22 -0.25 0.08 -0.24
H -3.7432 3.2137 2.8471 -0.49 -2.63 -0.82 0.32
H 5.3934 3.1593 0.1744 -0.88 -2.08 0.40 0.34
H 5.1171 -3.4191 0.3151 1.44 1.74 0.15 0.29
O -3.2604 -5.4302 2.0623 3.37 5.16 -1.42 -0.74
H -0.9157 -2.0122 4.4241 -0.46 -1.67 -2.08 0.35
C -3.1725 0.0023 -2.3652 -1.43 -0.83 0.14 -0.34
H -2.5157 0.5070 -4.6544 -2.33 -1.23 1.60 0.32
C -2.0405 1.7003 2.7574 0.06 0.79 -0.79 0.30
C -0.9354 -2.6265 3.4081 1.99 1.33 0.25 -0.47
C 3.2448 2.4561 -4.1450 -1.51 -0.58 2.55 0.63
H 0.3650 -7.0188 1.0953 -1.59 -0.07 -1.84 0.26
O -3.3301 3.7799 -0.8684 -3.62 -1.83 0.85 -0.46
H 0.2011 -2.0260 1.4182 -1.27 1.02 1.79 0.29
H 0.4907 1.7712 1.1705 -0.41 1.24 1.93 0.17
C -5.6446 -1.1317 -2.0028 3.80 1.94 -1.30 -0.31
H 5.3916 -2.4756 2.7031 0.47 1.77 -1.87 0.30
H -4.3222 -1.9835 2.0516 0.52 0.37 -2.66 0.46
H -0.1641 -4.9044 -0.8870 -1.41 -1.15 1.88 0.32
H 5.6573 1.9648 -5.4532 -0.21 0.05 -0.19 0.29
C 5.8068 -2.4693 0.3734 -0.55 0.29 -0.44 -0.62
H -6.7014 -1.3042 -4.1273 2.68 0.88 1.13 0.30
C 3.1263 2.9146 2.1071 0.07 -0.66 0.27 -0.69
O -0.8005 -4.5809 1.1245 -3.18 1.17 0.72 -0.30
C 3.4851 1.9481 0.8336 0.27 -0.14 -0.07 0.07
C 5.0914 2.8917 -5.3123 1.28 0.32 -0.05 -0.44
C -4.2724 -1.9979 0.8587 -2.16 -1.97 0.34 -0.79
O -5.2891 4.3036 1.0383 3.60 -4.93 -2.76 -0.69
H -0.0150 -0.5831 2.7475 -1.11 -2.18 -1.46 0.07
C -3.6674 2.0508 2.5894 2.65 0.47 2.76 -0.70
C -5.6760 -0.9545 -3.6204 1.04 0.17 1.42 -0.26
H 3.5462 3.9909 -6.3909 -0.01 -0.15 -0.15 0.29
C -0.5019 -1.5421 2.2280 -0.71 -0.40 0.11 0.12
H 3.9662 3.7346 2.2102 -1.89 -1.40 -0.26 0.36
O -2.2751 -3.2036 3.2007 1.79 -0.80 -3.40 -0.42
H 2.7657 2.1944 -0.0800 1.57 -0.54 1.84 0.08
O 2.9010 2.2803 -5.4518 0.24 0.47 0.81 -0.28
C 1.5963 3.5766 2.0196 1.33 -0.01 0.09 -0.65
H 5.4205 -1.9675 -1.9169 -0.12 0.80 2.13 0.31
H -6.6648 -0.6192 1.1734 1.31 1.12 0.15 0.33
H 5.7953 1.8849 -1.9267 -1.11 -1.01 1.90 0.11
C -4.8013 0.4690 0.9677 -0.81 -0.92 -1.22 -1.06
P -4.5772 3.1175 0.2097 -4.11 5.73 -0.46 0.94
H -1.9394 -5.4816 -0.5762 1.83 0.39 1.19 0.24
C 5.0552 2.0440 0.3339 0.46 -0.17 -0.31 -0.65
C -3.2910 -3.2066 0.3104 -0.12 1.31 -1.23 -0.75
H 1.5374 4.3532 2.9055 -0.15 -1.51 -1.82 0.33
H 6.5439 -1.0597 2.0097 -2.24 -1.22 0.00 0.20
H -1.7868 0.9144 1.9146 -0.49 1.36 2.03 -0.45
H 5.8039 1.5800 1.1383 -1.81 1.04 -1.54 0.25
S -7.0791 1.5192 2.1997 0.35 -0.02 0.39 -0.05
C 6.3155 -0.0843 -0.8991 -1.16 -0.60 -0.29 -0.64
C -0.4357 -6.9868 0.2411 -1.32 0.81 -0.51 -0.92
H -1.4479 -7.5480 0.5220 2.44 1.16 -0.23 0.24
C 0.4353 2.4248 2.1503 0.67 0.46 0.23 -0.32
C -3.3858 0.0520 -3.9753 -2.93 -1.45 3.21 -0.27
N -6.1284 0.2739 1.3536 3.76 0.91 0.15 0.18
H -6.5321 -1.5908 -1.3615 1.97 1.04 -1.88 0.17
H -1.5195 -1.2738 1.6694 2.21 -0.17 1.19 -0.35
C 5.5642 -1.6964 1.8255 0.48 -0.24 -0.75 -0.43
H 1.5848 4.1590 0.9815 -0.37 -1.23 2.25 0.24
N -4.0553 1.7484 1.1802 -2.86 -1.21 -1.40 0.87
H -5.9268 3.1578 -1.6789 0.19 -1.25 1.72 0.33
```
Positions in Å, forces in eV/Å.



Question: The highest total charge belongs to which entry?
Answer: C36H37NOOsP2



Question: Which of these has the lowest total charge?
Answer: C14H16ClN3O4



Question: Look up the total charge of the second one.
Answer: +2